The following is a DFT calculation (ωB97M-V with the def2-TZVPD basis set) of a cluster of 2 separate species, C5H13N in total in a non-equilibrium geometry.

frontier orbital gap (spin up / spin down)	0.1994 / 0.2017	Ha
net charge	-1
⟨S²⟩	0.763
HOMO (spin up / spin down)	-1.40 / -1.48	eV
multiplicity	2

Structure (XYZ):
```
19
C5H13N, DFT ωB97M-V with the def2-TZVPD basis set
C -2.177 -0.128 -2.248
N -0.202 -0.342 -0.320
C 1.736 -1.609 1.208
C 1.659 -0.155 1.419
C 0.031 0.484 0.970
C 0.180 1.906 0.723
H -2.102 0.559 -1.382
H -1.302 -0.121 -2.873
H -2.377 -1.140 -1.879
H -3.092 0.183 -2.777
H 2.348 -2.042 0.443
H 0.268 -1.208 0.130
H 1.193 -2.183 1.963
H 1.870 0.304 2.375
H 2.208 0.254 0.579
H -0.107 0.436 -0.970
H 0.316 2.097 -0.340
H -0.724 -0.045 1.621
H 0.276 2.751 1.359
```


The following is a DFT calculation (ωB97M-V with the def2-TZVPD basis set) of an isolated molecule of C5H13N in a non-equilibrium geometry.

frontier orbital gap	0.3612	Ha
net charge	0
SMILES string	CCN(C)CC
HOMO	-8.62	eV

Structure (XYZ):
```
19
C5H13N, DFT ωB97M-V with the def2-TZVPD basis set
C 1.754 0.177 -1.793
C 0.554 0.775 -1.046
C 0.935 -0.425 0.962
C -1.309 0.315 0.427
C -2.084 -0.761 1.169
H 1.867 0.584 -2.850
H 1.562 -0.978 -1.827
H 2.691 0.400 -1.186
H 0.794 1.734 -0.577
H -0.177 1.016 -1.797
H 1.188 0.506 1.486
H 0.503 -1.109 1.731
H 1.820 -0.891 0.522
H -1.192 1.184 1.122
H -1.922 0.735 -0.393
H -2.243 -1.677 0.611
H -3.096 -0.374 1.381
H -1.616 -1.025 2.137
N -0.030 -0.186 -0.077
```


The following is a DFT calculation (ωB97M-V with the def2-TZVPD basis set) of a cluster of 2 separate species, C5H13N in total in a non-equilibrium geometry.

frontier orbital gap	0.3595	Ha
net charge	0
SMILES string	C=CC.CNC
HOMO	-8.71	eV

Structure (XYZ):
```
19
C5H13N, DFT ωB97M-V with the def2-TZVPD basis set
C -1.917 -1.947 -0.140
C -1.318 -2.766 -1.306
C -0.721 -2.235 -2.427
H -2.850 -2.478 -0.201
H -1.774 -0.921 -0.505
H -1.782 -2.138 0.901
H -1.500 -3.885 -1.176
H -0.081 -2.744 -3.038
H -1.239 -1.224 -2.801
C 2.419 2.421 1.357
N 1.577 1.759 0.373
C 0.221 1.622 0.977
H 3.463 2.589 1.098
H 2.539 1.542 2.116
H 1.839 3.299 1.782
H 1.491 2.477 -0.424
H -0.150 0.660 0.776
H 0.243 1.534 2.036
H -0.458 2.433 0.602
```


The following is a DFT calculation (ωB97M-V with the def2-TZVPD basis set) of an isolated molecule of C5H13N in a non-equilibrium geometry.

frontier orbital gap	0.3789	Ha
net charge	0
SMILES string	CC[C@@H](C)NC
HOMO	-9.10	eV

Structure (XYZ):
```
19
C5H13N, DFT ωB97M-V with the def2-TZVPD basis set
C 2.107 -1.111 -0.851
N 0.665 -1.231 -0.596
C -1.847 1.564 0.153
C -1.280 0.278 -0.450
C 0.138 -0.017 0.010
C 0.219 -0.190 1.523
H 2.626 -0.967 0.081
H 2.395 -0.354 -1.590
H 2.432 -2.062 -1.273
H 0.238 -1.288 -1.512
H -1.203 1.986 0.911
H -2.821 1.424 0.556
H -1.983 2.323 -0.623
H -1.887 -0.564 -0.100
H -1.286 0.195 -1.539
H 0.690 0.869 -0.348
H 1.259 -0.354 1.791
H -0.139 0.616 2.143
H -0.323 -1.116 1.718
```


Asked for molar mass across the records above, the calculation gives 87.17 87.17 87.17 87.17 g/mol in order.